{
  "formula": "C14H41N10O8Zr",
  "method": "the ωB97M-V functional and the def2-TZVPD basis",
  "total_energy_ev": -47743.3557,
  "total_charge": 1,
  "multiplicity": 1,
  "mol_weight_g_mol": 568.768,
  "species": ["Zr", "C", "C", "C", "O", "H", "H", "H", "H", "H", "H", "H", "C", "C", "C", "O", "H", "H", "H", "H", "H", "H", "H", "C", "C", "C", "O", "H", "H", "H", "H", "H", "H", "H", "C", "O", "N", "N", "H", "H", "H", "H", "C", "O", "N", "N", "H", "H", "H", "H", "C", "O", "N", "N", "H", "H", "H", "H", "C", "O", "N", "N", "H", "H", "H", "H", "C", "O", "N", "N", "H", "H", "H", "H"],
  "positions_angstrom": [[0.22, -0.04, -0.13], [-0.48, 1.72, 3.93], [0.34, 0.48, 3.45], [-0.01, -0.72, 4.25], [0.37, 0.34, 2.05], [-0.66, 1.72, 5.00], [-1.48, 1.78, 3.48], [-0.03, 2.66, 3.61], [1.34, 0.69, 3.83], [-1.09, -0.90, 4.19], [0.13, -0.40, 5.29], [0.60, -1.57, 3.95], [-3.62, -2.74, -0.31], [-3.08, -1.30, -0.28], [-3.96, -0.74, 0.92], [-1.71, -1.20, -0.31], [-3.02, -3.37, 0.35], [-3.37, -3.12, -1.30], [-4.67, -2.83, -0.03], [-3.46, -0.81, -1.19], [-3.70, 0.30, 1.06], [-3.80, -1.27, 1.87], [-5.03, -0.93, 0.81], [-2.21, 0.96, -3.42], [-0.64, 1.23, -3.41], [-0.43, 2.64, -3.93], [0.01, 0.79, -2.26], [-2.54, -0.08, -3.42], [-2.71, 1.27, -4.35], [-2.80, 1.61, -2.78], [-0.30, 0.56, -4.20], [-1.31, 2.93, -4.51], [0.40, 2.80, -4.61], [-0.42, 3.32, -3.09], [0.79, -3.30, 1.40], [0.68, -2.18, 1.02], [-0.02, -4.23, 1.02], [1.60, -3.67, 2.31], [-0.73, -3.92, 0.37], [-0.24, -4.79, 1.83], [2.12, -2.92, 2.74], [1.50, -4.59, 2.71], [3.53, -0.49, 0.26], [2.35, -0.31, 0.08], [4.35, -0.54, -0.72], [4.09, -0.47, 1.43], [4.09, -0.19, -1.63], [5.14, -1.14, -0.55], [5.09, -0.58, 1.55], [3.60, -0.58, 2.31], [2.00, 3.07, -0.18], [1.32, 2.05, -0.15], [2.34, 3.71, -1.25], [2.90, 3.24, 0.74], [1.86, 3.55, -2.12], [2.98, 4.48, -1.17], [3.79, 3.66, 0.49], [2.89, 2.65, 1.56], [1.38, -2.45, -2.34], [0.91, -1.82, -1.47], [2.04, -3.49, -2.15], [1.60, -1.95, -3.53], [2.69, -3.84, -2.84], [2.41, -3.63, -1.23], [1.12, -1.07, -3.61], [2.18, -2.25, -4.31], [-2.02, 2.42, 0.38], [-1.14, 1.59, 0.20], [-2.06, 3.36, 1.25], [-3.06, 2.47, -0.42], [-1.13, 3.61, 1.57], [-2.84, 3.98, 1.12], [-3.76, 3.14, -0.11], [-3.18, 1.67, -1.02]]
}